C5H11NO | wB97M-V/def2-TZVPD

The geometry in XYZ format:
```
18
Properties=species:S:1:pos:R:3:forces:R:3:lowdin_charge:R:1
O -1.4451 -1.3076 1.1336 -0.4 1.1 -0.8 0.0392
N -0.5337 0.6522 0.4197 0.4 -0.6 0.0 0.0384
C 1.6851 -0.6302 0.2727 -0.1 0.1 0.0 -0.2438
C 1.9790 -0.1098 -1.1276 0.0 0.1 -0.1 -0.1233
C -2.7636 0.2126 -0.3068 -0.3 -0.4 -0.1 -0.0089
C -1.5390 -0.2564 0.5031 -0.4 0.7 -0.3 -0.5344
C 0.7353 0.2958 1.0608 0.4 0.3 0.1 -0.2000
H 1.2719 -1.6453 0.2202 -0.1 0.2 0.0 0.1063
H -2.6638 1.0469 -1.0372 0.6 -0.5 0.7 0.0796
H -3.6245 0.4735 0.3143 0.2 -0.3 0.2 0.0790
H -3.0069 -0.6698 -0.8777 -0.5 -0.2 -0.3 0.0710
H -0.6438 1.4689 -0.2088 0.4 -1.1 0.9 0.1503
H 1.0589 -0.0660 -1.7186 0.1 0.0 0.0 0.0648
H 0.5707 -0.1595 2.0548 -0.3 0.3 -0.6 0.1236
H 2.6307 -0.7147 0.8350 -0.4 0.1 0.0 0.1090
H 2.4074 0.8993 -1.0879 -0.1 -0.1 0.0 0.0721
H 1.1969 1.2615 1.2141 0.6 0.2 0.2 0.1078
H 2.6847 -0.7515 -1.6636 -0.1 0.1 0.1 0.0693
```
Positions in Å, forces in eV/Å.

Results
Multiplicity: 1
Energy above the lowest of the compared OMol25 structures with the same formula, charge and spin in eV: 0.330
SMILES: CCCNC(C)=O
Kohn-Sham gap in Eh: 0.3845
Energy in eV: -8901.3677



C5H11NO | wB97M-V/def2-TZVPD

The geometry in XYZ format:
```
18
Properties=species:S:1:pos:R:3:forces:R:3:lowdin_charge:R:1
O 0.1145 -2.3905 1.0663 0.1 -0.2 0.2 -0.0087
N -0.3966 -0.6367 -0.3983 -0.1 0.0 0.0 -0.1201
C -1.7142 -0.2258 -0.8156 -0.1 0.0 0.0 -0.0845
C 0.7990 0.2196 -0.5179 0.2 0.1 -0.1 -0.3367
C 1.1563 -0.1199 0.9467 0.1 0.0 0.0 -0.0547
C 0.5934 1.6931 -0.8295 0.0 0.0 0.0 -0.0692
C -0.1103 -0.9999 0.9647 -0.1 0.3 0.0 -0.3996
H 1.5679 2.1943 -0.8608 -0.2 -0.1 0.0 0.0801
H -0.8870 -0.6954 1.6892 0.1 -0.1 -0.1 0.1487
H 2.0908 -0.6644 1.1067 -0.1 0.1 0.0 0.1097
H -0.0215 2.1923 -0.0714 0.1 -0.1 -0.1 0.0774
H -1.8220 -0.3118 -1.9039 0.0 0.0 0.2 0.0840
H 1.1098 0.7437 1.6183 0.0 -0.1 -0.1 0.1092
H 1.5066 -0.1998 -1.2467 -0.1 0.1 0.1 0.1344
H -2.4461 -0.9013 -0.3615 0.1 0.1 -0.1 0.0884
H 0.6048 -2.5463 1.8833 -0.1 -0.1 -0.1 0.0885
H 0.1166 1.8322 -1.8071 0.1 0.0 0.1 0.0765
H -1.9817 0.8065 -0.5283 0.1 -0.2 0.0 0.0768
```
Positions in Å, forces in eV/Å.

Results
Multiplicity: 1
Energy above the lowest of the compared OMol25 structures with the same formula, charge and spin in eV: 1.818
SMILES: C[C@H]1C[C@H](O)N1C
Kohn-Sham gap in Eh: 0.3487
Energy in eV: -8899.8797



- Among the records above, which one has the highest Kohn-Sham gap?
  number 1



- What is the Kohn-Sham gap in the second record?
  0.3487 Eh



- Number 2 is which compound?
  C5H11NO